The following is a DFT calculation (wB97M-V/def2-TZVPD) of the molecule C16H28N4O4S at a distorted geometry.

Results
**SMILES**: CN(C)C(=O)CSc1nnc(CCCCCNC(=O)OC(C)(C)C)o1
**ΔE to the lowest compared entry with this formula, charge and spin**: 0.00 kcal per mole
**Total charge**: 0
**Orbital gap**: 9.495 eV
**E**: -42033.1247 eV
**E_HOMO**: -8.924 eV
**LUMO level**: 0.57 eV

XYZ file:
```
53
C16H28N4O4S (wB97M-V/def2-TZVPD)
C 4.4042 0.8497 -1.3073
N 3.0013 1.0506 -1.0181
C 2.0056 0.6648 -1.8309
O 0.8294 0.7008 -1.5100
C 2.3937 0.2229 -3.2415
H 2.1721 1.0211 -3.9501
H 3.4247 -0.1001 -3.3375
S 1.3296 -1.1743 -3.7243
C 1.7062 -2.1515 -2.3608
N 2.6329 -1.9223 -1.4799
N 2.5307 -2.9067 -0.5598
C 1.5631 -3.6791 -0.9201
O 0.9951 -3.2597 -2.0843
C 1.0335 -4.8523 -0.1968
H 0.9025 -5.6765 -0.9009
H 1.7707 -5.1331 0.5554
C -0.3128 -4.5381 0.4780
C -0.2379 -3.3272 1.4166
C -0.6574 -2.0229 0.7399
H -1.7241 -2.0538 0.5085
H -0.1223 -1.8842 -0.1997
C -0.3700 -0.8084 1.6233
N -0.7440 0.4237 0.9753
C -1.8022 1.1543 1.3887
O -2.4279 0.9417 2.4027
O -2.0128 2.1656 0.5214
C -3.0672 3.1229 0.7548
C -4.4280 2.4252 0.7669
H -4.5680 1.8678 -0.1569
H -4.4846 1.7368 1.6054
H -5.2199 3.1636 0.8588
C -2.8283 3.8734 2.0657
H -1.8437 4.3363 2.0561
H -2.8842 3.1841 2.9035
H -3.5820 4.6462 2.1895
C -2.9694 4.0804 -0.4345
H -3.7375 4.8448 -0.3623
H -3.0972 3.5306 -1.3629
H -1.9922 4.5555 -0.4492
H -0.3631 0.6100 0.0534
H -0.9401 -0.8657 2.5537
H 0.6995 -0.7790 1.8619
H -0.8900 -3.4909 2.2762
H 0.7834 -3.2266 1.7905
H -0.6091 -5.4262 1.0382
H -1.0689 -4.3608 -0.2890
C 2.6860 1.4389 0.3406
H 2.9574 0.6416 1.0359
H 3.2334 2.3463 0.5978
H 1.6183 1.6300 0.4173
H 4.6971 1.3651 -2.2230
H 4.9861 1.2614 -0.4861
H 4.6285 -0.2167 -1.3901
```

Taken from the Mulliken analysis, the atomic charges in e are: number 1, C, carries -1.08; number 2, N, carries 0.19; number 3, C, carries 0.25; number 4, O, carries -0.67; number 5, C, carries -0.58; number 6, H, carries 0.35; number 7, H, carries 0.47; number 8, S, carries -0.21; number 9, C, carries 0.40; number 10, N, carries 0.30; number 11, N, carries -0.84; number 12, C, carries 0.63; number 13, O, carries -0.32; number 14, C, carries -0.90; number 15, H, carries 0.35; number 16, H, carries 0.33; number 17, C, carries -0.76; number 18, C, carries -0.87; number 19, C, carries 0.35; number 20, H, carries 0.24; number 21, H, carries -0.05; number 22, C, carries -1.36; number 23, N, carries 0.22; number 24, C, carries 0.88; number 25, O, carries -0.70; number 26, O, carries -0.34; number 27, C, carries 1.58; number 28, C, carries -1.62; number 29, H, carries 0.37; number 30, H, carries 0.35; number 31, H, carries 0.46; number 32, C, carries -1.64; number 33, H, carries 0.37; number 34, H, carries 0.35; number 35, H, carries 0.46; number 36, C, carries -1.75; number 37, H, carries 0.42; number 38, H, carries 0.40; number 39, H, carries 0.40; number 40, H, carries 0.18; number 41, H, carries 0.41; number 42, H, carries 0.23; number 43, H, carries 0.48; number 44, H, carries 0.44; number 45, H, carries 0.34; number 46, H, carries 0.42; number 47, C, carries -0.94; number 48, H, carries 0.36; number 49, H, carries 0.40; number 50, H, carries 0.16; number 51, H, carries 0.36; number 52, H, carries 0.38; number 53, H, carries 0.36